Record 1
Density functional theory data (ωB97M-V/def2-TZVPD) for a structure of composition C8H10N2RhS in a non-equilibrium geometry.

Geometry as XYZ:
```
22
Properties=species:S:1:pos:R:3:forces:R:3:mulliken_spin:R:1
C -0.431 1.031 -2.075 0.1 0.8 -0.3 0.107
C 0.969 1.178 -1.838 0.1 0.9 -0.7 0.042
C 1.143 1.999 -0.686 -0.2 0.6 -0.4 0.111
C -0.153 2.368 -0.205 0.3 0.3 -0.7 0.109
C -1.130 1.766 -1.063 0.5 0.3 -0.5 0.115
Rh 0.023 0.074 -0.026 0.2 1.3 2.4 2.239
N -1.289 -1.360 0.005 -1.5 -0.9 -0.4 0.751
C -0.372 -2.336 -0.489 0.4 -2.2 -0.8 -0.113
C 1.011 -1.697 -0.681 0.0 -1.1 -0.6 0.496
H 2.093 2.289 -0.243 -0.3 -0.1 -0.1 0.014
H 1.767 0.741 -2.436 -0.3 0.1 0.3 -0.021
H -0.364 2.980 0.667 0.1 -0.2 -0.1 0.007
H -2.207 1.849 -0.961 0.2 -0.1 0.0 0.009
H -0.892 0.457 -2.874 0.1 0.1 0.2 -0.020
H 1.384 -1.760 -1.717 -0.2 0.0 0.4 -0.029
H -0.309 -3.191 0.224 -0.1 0.1 -0.3 0.047
H -2.291 -1.597 0.027 0.5 -0.2 0.0 0.024
H 1.777 -2.053 0.026 -0.2 0.2 -0.2 0.009
H -0.733 -2.742 -1.458 0.0 -0.1 0.3 0.031
S 0.000 0.000 4.882 0.0 0.0 0.6 0.026
C 0.001 0.001 3.261 0.0 0.0 -0.5 0.021
N 0.004 0.002 2.093 0.3 0.3 1.1 0.025
```
Positions in Å, forces in eV/Å.

Output
Frontier orbital gap (alpha / beta): 5.4710 / 7.2390 eV
2S+1: 5
Charge: -1
Highest occupied orbital energy (alpha / beta): -1.950 / -4.207 eV

Record 2
Density functional theory data (ωB97M-V/def2-TZVPD) for an isolated molecule of C8H10N2S in a non-equilibrium geometry.

Geometry as XYZ:
```
21
Properties=species:S:1:pos:R:3:forces:R:3:lowdin_charge:R:1
C 3.105 1.010 0.380 0.1 -0.5 0.4 -0.180
C 1.808 0.661 0.545 -2.0 1.3 2.8 -0.122
C 2.433 0.168 -1.423 2.1 0.4 -3.3 -0.209
C -2.864 2.006 0.399 1.1 0.8 2.1 -0.061
C -1.770 1.363 0.121 1.6 -2.9 1.2 -0.506
C -0.361 -1.495 0.329 0.9 -0.8 1.1 -0.131
C -0.118 -2.003 -1.040 -1.1 2.0 -0.9 -0.071
C -0.055 -0.529 -0.708 2.9 2.2 -0.9 -0.660
N 3.516 0.680 -0.856 -0.8 -0.5 -0.9 0.054
N 1.355 0.168 -0.644 -2.9 -1.5 1.2 -0.016
S -1.403 0.442 -1.313 0.0 0.3 -0.9 0.988
H 3.829 1.348 1.064 0.3 0.6 0.9 0.084
H 1.083 0.880 1.405 1.4 -0.6 -1.5 0.138
H 2.515 0.036 -2.519 -0.8 -0.6 0.9 0.135
H -2.910 2.490 1.357 -0.2 -0.1 0.4 0.061
H -3.702 2.044 -0.166 -2.2 0.5 -2.2 0.023
H -1.145 0.905 0.949 -0.3 1.7 -0.8 0.081
H -1.339 -1.516 0.696 -1.4 0.0 0.5 0.094
H 0.379 -1.619 1.111 0.1 -0.3 -0.3 0.123
H 0.767 -2.432 -1.356 1.7 -1.0 -0.2 0.088
H -0.906 -2.011 -1.777 -0.5 -1.2 0.3 0.088
```
Positions in Å, forces in eV/Å.

Output
Frontier orbital gap: 9.4760 eV
SMILES: C=CSC1(n2ccnc2)CC1
Charge: 0
Highest occupied orbital energy: -8.712 eV

Record 3
Density functional theory data (ωB97M-V/def2-TZVPD) for the ion C8H10N3 with charge +1 in a non-equilibrium geometry.

Geometry as XYZ:
```
21
Properties=species:S:1:pos:R:3:forces:R:3:lowdin_charge:R:1
C -3.213 0.430 -0.160 -2.6 0.3 1.3 -0.041
C -2.934 -0.947 -0.164 1.1 2.1 -1.0 -0.024
C -2.248 1.372 -0.014 1.6 -0.6 -1.0 -0.030
C -1.622 -1.343 -0.333 2.0 -0.4 0.6 -0.030
C -0.898 1.057 -0.169 0.0 -0.7 -0.2 -0.183
C -0.770 -0.270 -0.308 2.4 -0.7 -0.1 0.096
C 0.281 1.969 -0.194 -1.1 -4.1 0.7 0.038
C 2.161 -0.562 1.041 -4.1 0.6 -0.6 0.060
N 1.437 1.447 -0.139 1.6 2.1 -0.8 0.116
N 2.255 -0.468 -1.217 -0.7 1.4 -2.3 0.135
N 1.621 0.104 -0.191 -1.3 -3.3 1.7 -0.244
H -4.259 0.873 -0.071 1.3 -1.3 -0.2 0.152
H -3.687 -1.634 -0.163 -2.0 -1.8 0.1 0.092
H -2.427 2.355 0.171 -1.2 2.7 0.4 0.097
H -1.173 -2.372 -0.373 -1.1 1.0 0.0 0.145
H 0.047 2.976 -0.184 0.5 2.2 0.1 0.121
H 2.516 -1.514 0.845 0.6 -1.7 -0.9 0.079
H 2.894 0.031 1.405 2.1 2.0 1.6 0.072
H 1.260 -0.691 1.613 0.2 0.2 1.1 0.102
H 3.060 -1.066 -1.146 0.2 0.3 0.7 0.130
H 2.173 0.148 -1.993 0.4 -0.1 -1.1 0.119
```
Positions in Å, forces in eV/Å.

Output
Frontier orbital gap (alpha / beta): 7.7185 / 8.8224 eV
Charge: +1
Highest occupied orbital energy (alpha / beta): -12.658 / -13.029 eV

Record 4
Density functional theory data (ωB97M-V/def2-TZVPD) for a structure of composition C8H10N3 in a non-equilibrium geometry.

Geometry as XYZ:
```
21
Properties=species:S:1:pos:R:3:forces:R:3:lowdin_charge:R:1
C -2.483 1.506 0.486 0.2 -1.0 -0.4 -0.207
C -3.203 -0.855 0.088 1.6 2.2 1.0 -0.230
C -0.489 -0.260 -0.275 -6.5 1.6 2.8 0.020
C -2.288 0.111 0.443 5.1 -0.6 -2.1 0.014
C 0.196 -1.523 -0.346 2.7 -0.8 -1.3 -0.104
C 1.517 -1.262 0.515 -1.8 0.3 -2.0 -0.085
C 1.350 0.142 0.994 2.5 0.1 1.3 -0.122
C 0.920 1.298 -1.094 0.0 -1.3 -3.2 0.032
N -2.406 2.646 0.335 0.0 0.5 0.3 0.221
N -4.070 -1.520 -0.197 -2.4 -2.4 -0.9 0.245
N 0.385 0.835 0.187 0.5 -2.1 -2.5 -0.117
H -0.268 -2.482 -0.134 -0.7 0.4 0.4 0.138
H 0.580 -1.692 -1.406 -0.7 0.3 0.9 0.154
H 1.554 -1.981 1.252 0.1 -1.2 2.0 0.102
H 2.390 -1.401 -0.065 0.8 0.0 -0.8 0.113
H 0.948 0.176 1.952 -0.5 -0.1 1.9 0.132
H 2.312 0.653 1.018 -0.2 0.3 -0.1 0.156
H 1.219 0.370 -1.762 -1.1 1.7 1.3 0.161
H 0.081 1.858 -1.536 0.8 -0.1 -0.3 0.128
H 1.852 1.809 -1.100 0.5 1.0 0.9 0.105
H -0.096 1.570 0.645 -0.8 1.0 0.7 0.144
```
Positions in Å, forces in eV/Å.

Output
Frontier orbital gap (alpha / beta): 8.4897 / 7.6718 eV
Charge: +1
Highest occupied orbital energy (alpha / beta): -14.100 / -14.079 eV

Record 5
Density functional theory data (ωB97M-V/def2-TZVPD) for the ion C8H10N3O with charge +1 in a non-equilibrium geometry.

Geometry as XYZ:
```
22
Properties=species:S:1:pos:R:3:forces:R:3:lowdin_charge:R:1
C 0.647 0.053 -1.214 -0.9 0.5 -1.1 -0.129
C 1.727 -0.082 -0.545 4.0 -0.2 2.1 0.012
C -1.924 1.831 0.849 2.2 0.6 -0.1 -0.014
C -0.676 1.471 0.224 -0.9 1.4 -0.6 0.049
C -2.861 0.893 0.745 -3.6 -2.3 0.7 -0.049
C -1.481 -0.717 -0.351 2.2 -0.8 -0.4 -0.199
C 2.791 -0.102 0.316 -2.9 -0.2 -0.7 -0.132
C -0.986 -1.970 -0.543 -3.0 0.0 -0.2 -0.034
N -0.554 0.388 -0.496 -0.7 -0.9 0.9 -0.002
N -2.700 -0.292 0.098 -0.6 0.0 0.6 0.130
N 3.375 1.082 0.755 -0.3 -2.1 0.3 0.074
O -1.889 -3.077 -0.441 1.0 3.1 1.4 0.016
H 0.412 -0.090 -2.277 0.5 0.0 0.3 0.148
H -2.064 2.797 1.335 0.1 -0.5 -0.1 0.126
H 0.159 2.177 0.142 -0.3 -0.3 0.2 0.160
H -3.908 0.862 1.211 1.7 0.9 -0.7 0.178
H 3.029 -1.060 0.830 0.0 0.9 -0.5 0.138
H 0.028 -1.997 -0.876 0.2 -1.0 -0.1 0.097
H 4.261 0.942 1.205 0.3 0.4 -0.1 0.097
H -3.362 -1.035 0.289 -0.1 0.2 -0.2 0.171
H 3.324 1.745 0.032 0.4 1.4 -0.6 0.080
H -1.751 -3.752 -1.074 0.6 -0.9 -1.2 0.081
```
Positions in Å, forces in eV/Å.

Output
Frontier orbital gap: 7.5082 eV
SMILES: NC=C=CN1C=CC=[NH+]/C1=C\O
Charge: +1
Highest occupied orbital energy: -11.847 eV

Record 6
Density functional theory data (ωB97M-V/def2-TZVPD) for the ion C8H10N3O2 with charge +1 in a non-equilibrium geometry.

Geometry as XYZ:
```
23
Properties=species:S:1:pos:R:3:forces:R:3:lowdin_charge:R:1
C -2.005 1.937 -0.866 -0.6 3.0 -2.7 -0.037
C -0.956 1.416 -1.644 -0.8 0.5 -0.8 0.034
C -2.058 1.769 0.475 0.1 -0.9 0.5 -0.114
C -0.155 0.499 -1.006 0.1 0.6 -0.5 -0.082
C -0.327 0.302 0.367 0.0 1.5 -0.8 -0.283
C 1.677 -1.008 -1.035 0.7 -1.0 2.1 -0.147
C -0.225 -1.824 1.210 -1.8 0.1 1.8 -0.036
C 1.522 -0.317 1.944 1.5 -1.3 1.3 -0.027
N -1.235 0.945 1.099 1.7 -1.5 0.2 0.175
N 0.955 -0.179 -1.690 -1.9 1.1 -0.4 0.015
N 0.598 -0.651 0.861 0.5 -1.6 -0.4 -0.206
O 2.518 -1.781 -0.876 -0.3 0.4 -0.5 0.294
O 1.130 0.028 -3.081 0.3 0.0 1.5 0.127
H -2.695 2.757 -1.317 1.3 -1.8 0.6 0.159
H -0.803 1.785 -2.692 -0.2 -0.7 1.1 0.149
H -2.771 2.254 1.094 -0.6 0.5 0.3 0.118
H 0.379 -2.666 1.584 -0.2 0.3 -0.6 0.100
H -0.966 -1.521 2.109 1.6 -0.6 -2.0 0.156
H -0.835 -2.027 0.313 0.2 -0.5 0.6 0.105
H 1.946 -1.291 2.478 -1.9 1.7 -0.7 0.143
H 2.525 -0.071 1.560 -0.7 1.2 -0.2 0.091
H 1.001 0.410 2.620 1.0 -0.7 -0.4 0.118
H 0.780 -0.767 -3.507 -0.2 -0.2 -0.1 0.148
```
Positions in Å, forces in eV/Å.

Output
Frontier orbital gap: 9.2551 eV
Charge: +1
Highest occupied orbital energy: -13.829 eV

Across the entries above, electronic energy takes the values -25278.1971, -22270.3149, -12915.8531, -12914.9377, -14966.0830, -17012.8191 eV, respectively.
Across the entries above, relative energy (zero: lowest compared OMol25 entry of this formula, charge and spin) takes the values 0.0, 251.2, 469.4, 557.7, 310.9, 464.4 kJ/mol, respectively.